12
Properties=species:S:1:pos:R:3 method="wB97M-V/def2-TZVPD" de_lowest_kj_mol=75.5 orbital_gap_ev=10.6 max_force_ev_per_a=0.5 energy_ev=-8339.6788 e_homo_ev=-9.983
C -1.133 -0.747 -1.013
C 0.278 -0.659 -0.474
O 1.230 -1.003 -1.139
C 0.519 -0.051 0.908
C 0.730 1.448 0.790
O 0.146 2.268 1.454
H -1.582 0.252 -1.080
H -1.781 -1.352 -0.371
H -1.089 -1.189 -2.011
H -0.275 -0.239 1.636
H 1.466 -0.476 1.262
H 1.490 1.748 0.039

---

141
Properties=species:S:1:pos:R:3 method="wB97M-V/def2-TZVPD" de_lowest_kj_mol=4741.6 orbital_gap_ev=6.4 max_force_ev_per_a=13.4 energy_ev=-63074.6048 e_homo_ev=-5.758
C -2.609 -4.174 -2.196
C -3.152 -3.345 -1.082
C -2.653 -1.912 -1.008
C -3.138 -0.788 -1.981
C -4.569 -0.764 -1.779
C -5.349 -2.138 -1.825
N -4.700 -3.255 -1.056
O -5.290 -4.461 -1.230
C -6.809 -1.925 -1.314
C -5.473 -2.496 -3.378
C -2.704 -3.993 0.252
H -1.617 -4.613 -2.100
H -2.857 -3.534 -3.043
H -3.106 -5.143 -2.154
H -2.765 -1.453 -0.026
H -1.607 -2.038 -1.289
H -2.729 -0.960 -2.976
H -2.688 0.183 -1.774
H -4.973 -0.154 -2.587
H -4.693 -0.275 -0.812
H -7.131 -0.993 -1.778
H -7.541 -2.716 -1.478
H -6.570 -1.740 -0.267
H -6.219 -1.814 -3.787
H -4.654 -2.314 -4.073
H -5.747 -3.540 -3.527
H -1.836 -3.578 0.763
H -2.803 -5.065 0.079
H -3.432 -3.942 1.062
H -5.057 -4.827 -0.374
C 5.354 -2.790 2.174
C 4.931 -1.753 1.165
C 4.259 -2.565 -0.070
C 2.788 -2.967 0.164
C 1.951 -1.784 0.640
C 2.534 -1.008 1.889
N 4.018 -0.727 1.681
O 4.553 0.117 2.644
C 1.871 0.419 1.741
C 2.167 -1.785 3.266
C 6.242 -1.167 0.721
H 4.520 -3.462 2.378
H 5.557 -2.304 3.128
H 6.147 -3.484 1.893
H 4.475 -2.085 -1.024
H 4.763 -3.531 -0.104
H 2.798 -3.605 1.047
H 2.323 -3.420 -0.712
H 0.999 -2.302 0.756
H 1.857 -1.062 -0.172
H 2.114 1.051 0.887
H 0.783 0.345 1.739
H 2.291 1.025 2.544
H 2.595 -2.772 3.445
H 2.585 -1.190 4.078
H 1.092 -1.932 3.374
H 6.085 -0.829 -0.303
H 7.132 -1.794 0.663
H 6.564 -0.357 1.375
H 4.375 -0.341 3.469
C 0.128 2.987 1.422
C 0.678 4.380 1.168
C 2.087 4.415 1.809
C 3.237 3.530 1.231
C 3.319 4.018 -0.241
C 1.996 3.971 -1.058
N 0.831 4.640 -0.298
O -0.354 4.533 -1.073
C 2.282 4.725 -2.423
C 1.834 2.348 -1.229
C -0.101 5.571 1.637
H -0.658 2.964 2.177
H 0.869 2.344 1.896
H -0.435 2.588 0.579
H 2.434 5.445 1.728
H 2.048 4.105 2.853
H 3.314 2.448 1.334
H 4.158 3.780 1.759
H 4.198 3.498 -0.620
H 3.624 5.064 -0.197
H 1.336 5.074 -2.836
H 2.917 5.595 -2.255
H 2.777 3.974 -3.038
H 0.966 2.140 -1.854
H 2.744 1.893 -1.621
H 1.738 1.797 -0.294
H -0.519 5.333 2.615
H -1.065 5.714 1.148
H 0.501 6.437 1.910
H -0.610 5.445 -1.231
C -4.171 1.192 4.156
C -3.923 0.342 2.989
C -5.155 -0.333 2.535
O -4.942 -1.119 1.345
C -5.261 -2.521 1.533
N -3.251 1.136 1.882
H -3.308 1.164 4.821
H -4.995 0.828 4.770
H -4.424 2.191 3.800
H -3.329 -0.520 3.295
H -5.997 0.343 2.381
H -5.556 -0.827 3.420
H -4.286 -2.979 1.699
H -5.464 -3.104 0.635
H -6.013 -2.714 2.298
H -3.951 1.832 1.670
H -3.271 0.527 1.077
C 2.270 2.377 -3.294
C 3.591 1.615 -3.069
C 3.484 0.109 -3.414
O 2.970 -0.574 -2.247
C 3.120 -1.957 -2.300
N 4.489 2.135 -4.026
H 2.069 2.570 -4.347
H 2.352 3.385 -2.886
H 1.468 1.767 -2.879
H 3.847 1.846 -2.035
H 4.464 -0.278 -3.694
H 2.886 -0.050 -4.311
H 2.485 -2.298 -1.483
H 4.128 -2.219 -1.980
H 2.905 -2.499 -3.222
H 5.403 1.715 -3.931
H 4.625 3.104 -3.775
C -2.450 -0.584 0.528
C -1.094 -0.512 1.378
C -0.035 0.108 0.521
O 0.258 -0.516 -0.797
C 1.236 -0.107 -1.612
N -1.367 0.234 2.608
H -3.037 0.334 0.485
H -3.139 -1.352 0.878
H -2.241 -0.827 -0.514
H -0.928 -1.542 1.693
H 0.891 0.439 0.991
H -0.390 1.125 0.357
H 1.026 -0.289 -2.666
H 2.266 -0.298 -1.312
H 1.286 0.981 -1.573
H -0.793 1.017 2.329
H -2.274 0.676 2.560

---

13
Properties=species:S:1:pos:R:3 method="wB97M-V/def2-TZVPD" de_lowest_kj_mol=133.9 orbital_gap_ev="5.9 / 6.0" max_force_ev_per_a=0.9 energy_ev=-9742.8337 e_homo_ev="-6.471 / -6.607" spin_multiplicity=2
O 0.742 -0.774 0.452
C 0.285 0.326 1.191
C 1.194 -0.300 -0.808
O -0.663 0.038 2.030
O -0.075 1.328 0.246
C 0.280 0.896 -1.070
Li -1.871 1.290 1.253
H 1.086 -1.099 -1.547
H 2.250 0.000 -0.734
H -0.630 0.603 -1.613
H 0.780 1.712 -1.602
H -2.503 -2.200 0.795
Li -0.874 -1.819 1.407

---

7
Properties=species:S:1:pos:R:3 method="wB97M-V/def2-TZVPD" de_lowest_kj_mol=0.0 charge=+2 orbital_gap_ev="9.3 / 7.6" max_force_ev_per_a=11.1 energy_ev=-9863.3210 e_homo_ev="-21.651 / -24.498" spin_multiplicity=4
O -0.721 -1.117 -0.747
C 0.353 -0.439 -0.604
C 0.390 0.592 0.379
O -0.685 0.873 1.016
Au -1.947 -0.264 0.325
H 1.271 1.237 0.481
H 1.338 -0.882 -0.850

---

51
Properties=species:S:1:pos:R:3 method="wB97M-V/def2-TZVPD" charge=+1 orbital_gap_ev=6.3 max_force_ev_per_a=2.3 energy_ev=-26863.5086 e_homo_ev=-12.058
O 1.127 -0.202 1.690
C 1.245 0.805 2.334
N 1.394 2.073 1.751
C 1.338 3.123 2.782
C 0.919 2.391 4.082
C 1.251 0.914 3.846
C 2.613 0.478 4.421
C 3.872 1.086 3.780
C 5.035 0.111 3.776
F 5.207 -0.426 5.041
H 2.224 2.106 1.170
H 2.289 3.651 2.893
H 0.566 3.851 2.524
H -0.154 2.525 4.233
H 1.429 2.786 4.963
H 0.481 0.234 4.219
H 2.669 -0.614 4.405
H 2.593 0.763 5.478
H 3.713 1.396 2.741
H 4.170 1.989 4.324
H 5.967 0.608 3.493
H 4.857 -0.712 3.076
C -2.486 -3.020 -3.026
C -3.047 -1.586 -3.071
C -2.589 -0.821 -4.332
C -1.112 -0.452 -4.348
C -0.712 0.325 -3.101
C -1.049 -0.392 -1.779
N -2.527 -0.727 -1.930
O -3.288 0.080 -1.498
C -0.177 -1.637 -1.579
C -0.863 0.507 -0.575
C -4.564 -1.641 -2.991
H -1.622 -3.151 -3.672
H -2.209 -3.325 -2.019
H -3.258 -3.707 -3.363
H -3.194 0.086 -4.420
H -2.842 -1.464 -5.176
H -0.491 -1.342 -4.461
H -0.916 0.164 -5.226
H 0.363 0.505 -3.077
H -1.205 1.302 -3.101
H -0.521 -2.230 -0.732
H 0.828 -1.293 -1.346
H -0.113 -2.276 -2.454
H -1.372 1.465 -0.668
H 0.200 0.698 -0.457
H -1.203 0.016 0.336
H -4.895 -2.100 -2.059
H -4.911 -2.259 -3.818
H -5.028 -0.662 -3.082